A structure of composition C36H39BrN10P2Pt at a distorted geometry, computed with the ωB97M-V functional and the def2-TZVPD basis.

Each line ends with the Löwdin charge.
CARTESIAN COORDINATES (ANGSTROEM)
1 Pt 0.045 0.713 -0.823  0.84
2 N -2.878 1.713 -0.040  -0.05
3 P -1.672 0.875 0.916  0.96
4 C -1.033 2.005 2.177  -0.34
5 C -1.753 2.396 3.335  -0.05
6 C -1.520 3.634 3.925  0.00
7 C -0.406 4.354 3.455  -0.02
8 C 0.321 3.987 2.353  -0.06
9 C -0.002 2.829 1.710  -0.15
10 C -2.542 -0.395 1.741  -0.31
11 C -1.697 -1.170 2.770  -0.19
12 C -2.601 -1.811 3.932  -0.12
13 C -3.838 -2.568 3.271  -0.13
14 C -4.485 -1.742 2.195  0.05
15 C -3.818 -0.763 1.457  -0.07
16 C -2.459 2.205 -1.302  -0.36
17 C -3.304 3.182 -1.877  0.05
18 C -3.049 3.409 -3.208  -0.01
19 C -2.039 2.783 -3.897  -0.05
20 C -1.235 1.964 -3.215  -0.13
21 N -1.415 1.654 -1.877  -0.12
22 H -3.337 2.375 0.536  0.10
23 H -2.438 1.709 3.773  0.10
24 H -2.062 3.941 4.795  0.12
25 H -0.094 5.242 3.949  0.12
26 H 1.147 4.527 1.834  0.14
27 H 0.497 2.567 0.822  0.02
28 H -1.028 -0.402 3.178  0.12
29 H -2.914 -0.958 4.511  0.16
30 H -4.575 -2.847 3.993  0.15
31 H -5.493 -2.068 1.839  0.15
32 H -4.430 -0.316 0.660  0.13
33 H -4.096 3.662 -1.282  0.15
34 H -3.605 4.228 -3.727  0.16
35 H -1.852 3.087 -4.932  0.15
36 H -0.390 1.488 -3.784  0.12
37 Br -1.195 -5.523 4.437  1.22
38 C -2.056 -4.014 4.128  -0.67
39 C -3.124 -3.999 3.005  -0.17
40 C -2.364 -3.921 1.727  -0.07
41 N -1.282 -3.229 1.607  0.08
42 C -0.754 -2.228 2.236  -0.09
43 C -1.906 -2.858 4.664  0.02
44 H -3.773 -4.864 3.166  0.16
45 H -2.439 -4.596 0.872  0.15
46 H 0.329 -2.169 1.995  0.09
47 H -1.326 -2.726 5.534  0.15
48 C 3.160 -3.913 2.523  0.01
49 C 2.593 -2.756 1.685  -0.17
50 C 1.992 -2.887 0.409  -0.01
51 C 1.335 -1.862 -0.214  -0.16
52 N 1.251 -0.618 0.264  -0.19
53 C 2.018 -0.358 1.338  -0.16
54 C 2.766 -1.326 2.024  0.05
55 H 4.257 -3.897 2.338  0.12
56 H 2.657 -4.845 2.236  0.10
57 H 3.090 -3.762 3.570  0.08
58 H 1.915 -3.856 -0.072  0.14
59 H 0.697 -2.043 -1.074  0.13
60 H 2.104 0.678 1.618  0.10
61 H 3.331 -1.047 2.877  0.12
62 C 5.212 1.065 -2.438  -0.13
63 N 4.169 0.925 -3.498  -0.04
64 C 3.928 2.414 -4.082  -0.01
65 N 3.555 3.243 -3.002  -0.16
66 C 4.512 3.342 -1.917  -0.08
67 N 4.787 1.935 -1.392  -0.12
68 C 3.609 1.445 -0.664  -0.27
69 P 2.078 1.365 -1.753  0.90
70 C 2.829 0.313 -3.037  -0.20
71 C 2.223 2.988 -2.575  -0.29
72 H 6.092 1.520 -2.886  0.15
73 H 5.516 0.048 -2.058  0.17
74 H 4.487 0.308 -4.223  0.18
75 H 3.160 2.248 -4.785  0.14
76 H 4.921 2.743 -4.391  0.16
77 H 4.110 3.925 -1.050  0.16
78 H 5.517 3.726 -2.216  0.16
79 H 3.441 1.999 0.241  0.09
80 H 3.899 0.478 -0.306  0.09
81 H 2.182 0.216 -3.839  0.07
82 H 3.160 -0.725 -2.711  0.14
83 H 1.945 3.781 -1.841  0.13
84 H 1.601 2.961 -3.428  0.08
85 N -3.478 -3.931 -7.081  0.21
86 C -4.381 -4.396 -6.479  -0.30
87 N -5.456 -4.994 -6.039  0.17
88 C -5.408 -5.652 -4.833  -0.25
89 N -5.434 -6.158 -3.772  0.18

Properties
⟨S²⟩: 6.0881
M in u: 948.708
Charge: +4
2S+1: 5
HOMO level (spin up / spin down) in eV: -17.16 / -17.37


A structure of composition C36H39Cl5MoN3OP2SSi, computed with the ωB97M-V functional and the def2-TZVPD basis.

Each line ends with the Löwdin charge.
CARTESIAN COORDINATES (ANGSTROEM)
1 Mo 0.433 0.419 -0.407  0.89
2 C -2.578 -1.139 1.331  -0.25
3 P -0.914 -0.426 1.545  0.97
4 C -0.075 -1.909 2.274  -0.39
5 N -0.659 -2.497 3.285  0.14
6 C 0.011 -3.496 3.903  -0.19
7 C -0.582 -4.156 5.010  0.00
8 C 0.111 -5.131 5.655  -0.05
9 C 1.421 -5.498 5.235  -0.05
10 C 2.010 -4.886 4.173  0.00
11 C 1.305 -3.870 3.476  -0.19
12 N 1.871 -3.279 2.399  0.15
13 C 1.187 -2.336 1.800  -0.38
14 P 1.913 -1.553 0.308  0.95
15 C 3.564 -1.142 0.938  -0.24
16 C 2.208 -2.927 -0.905  -0.69
17 C 0.840 -3.420 -1.415  -0.09
18 C 2.932 -4.134 -0.291  -0.09
19 C 3.144 -2.353 -2.001  -0.13
20 C -1.008 0.758 2.982  -0.69
21 C 0.349 0.759 3.690  -0.09
22 C -2.109 0.365 3.969  -0.08
23 C -1.294 2.152 2.416  -0.11
24 H -2.689 -1.903 2.101  0.05
25 H -2.676 -1.585 0.343  0.05
26 H -3.346 -0.385 1.454  0.01
27 H -1.574 -3.857 5.319  0.12
28 H -0.332 -5.637 6.503  0.11
29 H 1.949 -6.274 5.771  0.11
30 H 3.003 -5.149 3.835  0.12
31 H 4.019 -2.059 1.310  0.05
32 H 3.480 -0.436 1.763  0.02
33 H 4.188 -0.699 0.164  0.05
34 H 0.479 -4.226 -0.774  0.08
35 H 0.931 -3.814 -2.429  0.09
36 H 0.064 -2.654 -1.432  0.04
37 H 2.327 -4.657 0.447  0.07
38 H 3.884 -3.869 0.165  0.07
39 H 3.141 -4.825 -1.113  0.10
40 H 3.083 -1.273 -2.150  0.01
41 H 2.926 -2.831 -2.956  0.09
42 H 4.181 -2.568 -1.745  0.09
43 H 0.559 -0.198 4.171  0.08
44 H 0.329 1.521 4.472  0.10
45 H 1.173 1.006 3.016  0.02
46 H -2.012 -0.663 4.318  0.07
47 H -3.105 0.498 3.546  0.08
48 H -2.033 1.027 4.834  0.10
49 H -0.521 2.481 1.718  0.04
50 H -1.321 2.867 3.241  0.10
51 H -2.255 2.202 1.902  0.06
52 Cl -3.449 1.317 -0.545  0.76
53 C -2.650 0.536 -1.866  -0.68
54 C -1.278 0.272 -1.804  -0.37
55 C -0.746 -0.225 -2.982  -0.68
56 Cl 1.013 -0.348 -2.971  0.79
57 C -1.441 -0.559 -4.128  -0.72
58 Cl -0.630 -1.188 -5.500  0.73
59 C -2.815 -0.333 -4.126  -0.70
60 Cl -3.744 -0.724 -5.508  0.73
61 C -3.416 0.234 -2.996  -0.70
62 Cl -5.100 0.559 -3.024  0.72
63 O 1.477 3.957 -0.788  -0.24
64 S 2.770 2.284 1.157  0.70
65 N 1.709 1.419 0.451  -0.92
66 C 1.299 2.489 -5.965  -0.07
67 C -0.023 2.391 -5.555  -0.07
68 C -0.347 2.545 -4.215  -0.11
69 C 0.638 2.813 -3.258  -0.29
70 C 1.964 2.900 -3.695  -0.12
71 C 2.294 2.747 -5.033  -0.07
72 Si 0.278 3.015 -1.441  0.63
73 C -1.247 3.984 -1.016  -0.26
74 C -1.193 4.775 0.140  -0.11
75 C -2.257 5.588 0.500  -0.07
76 C -3.391 5.643 -0.298  -0.07
77 C -3.460 4.879 -1.453  -0.08
78 C -2.404 4.049 -1.798  -0.13
79 H 1.553 2.366 -7.010  0.11
80 H -0.802 2.191 -6.279  0.11
81 H -1.384 2.443 -3.926  0.09
82 H 2.769 3.072 -2.990  0.10
83 H 3.326 2.828 -5.349  0.11
84 H 2.304 4.115 -1.241  0.05
85 H -0.301 4.772 0.753  0.10
86 H -2.192 6.194 1.394  0.11
87 H -4.215 6.289 -0.024  0.11
88 H -4.338 4.923 -2.083  0.11
89 H -2.504 3.451 -2.692  0.08

Properties
⟨S²⟩: 2.3125
M in u: 925.034
Charge: +1
2S+1: 3
HOMO level (spin up / spin down) in eV: -9.94 / -10.63


A structure of composition C36H39ClP2Re at a distorted geometry, computed with the ωB97M-V functional and the def2-TZVPD basis.

Each line ends with the Löwdin charge.
CARTESIAN COORDINATES (ANGSTROEM)
1 Re -1.244 0.702 -3.917  1.34
2 C -2.200 1.232 -5.530  -0.34
3 C -2.180 -0.261 -5.441  -0.35
4 C -1.291 -1.128 -6.349  -0.19
5 C 0.113 -0.562 -6.329  -0.16
6 C 0.406 0.219 -5.015  -0.35
7 C 0.351 1.635 -4.813  -0.38
8 C 0.033 2.533 -5.947  -0.16
9 C -1.366 2.110 -6.457  -0.15
10 C 1.026 -0.345 -1.093  -0.20
11 H -3.192 1.645 -5.374  0.12
12 H -3.089 -0.725 -5.025  0.09
13 H -1.706 -1.226 -7.366  0.13
14 H -1.271 -2.157 -5.972  0.09
15 H 0.825 -1.390 -6.352  0.11
16 H 0.323 -0.011 -7.248  0.12
17 H 1.227 -0.238 -4.448  0.03
18 H 1.175 2.057 -4.229  0.08
19 H 0.773 2.530 -6.771  0.13
20 H 0.083 3.559 -5.548  0.12
21 H -1.943 3.033 -6.525  0.12
22 H -1.268 1.698 -7.463  0.12
23 H 1.186 0.479 -0.373  0.06
24 H 0.817 -1.323 -0.583  0.09
25 H 0.154 -0.031 -1.764  -0.04
26 P -1.009 -1.694 -3.087  1.08
27 P 2.364 -0.428 -2.326  1.06
28 C 0.580 -2.516 -3.331  -0.27
29 C 1.833 -1.921 -3.274  -0.24
30 C -2.294 -2.777 -2.523  -0.43
31 C -2.878 -3.803 -3.301  -0.07
32 C -3.754 -4.681 -2.660  -0.05
33 C -4.114 -4.478 -1.322  -0.04
34 C -3.672 -3.346 -0.627  -0.06
35 C -2.818 -2.447 -1.245  -0.12
36 C -3.474 0.832 -2.889  -0.14
37 C -3.499 2.215 -3.002  -0.24
38 C -4.470 3.006 -2.407  -0.05
39 C -5.621 2.361 -1.928  -0.03
40 C -5.721 0.972 -2.015  -0.03
41 C -4.651 0.191 -2.531  -0.07
42 C 3.759 -1.157 -1.531  -0.35
43 C 3.584 -2.458 -1.046  -0.08
44 C 4.723 -3.127 -0.634  -0.04
45 C 5.956 -2.483 -0.667  -0.03
46 C 6.071 -1.165 -1.087  -0.04
47 C 4.962 -0.458 -1.521  -0.05
48 C 2.838 1.375 -2.640  -0.32
49 C 2.755 2.291 -1.573  -0.10
50 C 2.912 3.660 -1.788  -0.04
51 C 3.419 4.112 -3.006  -0.04
52 C 3.791 3.187 -3.983  -0.05
53 C 3.493 1.824 -3.818  -0.09
54 H 0.473 -3.557 -3.682  0.10
55 H 2.620 -2.436 -3.830  0.11
56 H -2.645 -3.879 -4.368  0.11
57 H -4.140 -5.534 -3.211  0.12
58 H -4.748 -5.213 -0.820  0.12
59 H -3.987 -3.190 0.402  0.12
60 H -2.557 -1.494 -0.775  0.11
61 H -2.697 2.724 -3.567  0.08
62 H -4.361 4.103 -2.431  0.13
63 H -6.443 2.956 -1.535  0.12
64 H -6.622 0.466 -1.665  0.12
65 H -4.834 -0.874 -2.666  0.11
66 H 2.581 -2.910 -1.063  0.11
67 H 4.598 -4.151 -0.324  0.12
68 H 6.839 -3.025 -0.373  0.12
69 H 7.012 -0.649 -1.125  0.12
70 H 4.989 0.583 -1.860  0.11
71 H 2.566 1.946 -0.557  0.12
72 H 2.665 4.388 -1.015  0.13
73 H 3.555 5.181 -3.183  0.13
74 H 4.338 3.540 -4.860  0.12
75 H 3.776 1.108 -4.593  0.13
76 Cl -1.411 2.157 -0.905  0.61
77 C -0.682 2.279 -2.495  -0.72
78 H -0.871 3.274 -2.905  0.04
79 H 0.393 2.137 -2.348  -0.03

Properties
⟨S²⟩: 3.7858
M in u: 755.316
Charge: +2
2S+1: 4
HOMO level (spin up / spin down) in eV: -13.45 / -13.53


A cluster of 4 separate species, C36H39F24N3O4 in total at a distorted geometry, computed with the ωB97M-V functional and the def2-TZVPD basis.

Each line ends with the Löwdin charge.
CARTESIAN COORDINATES (ANGSTROEM)
1 C -4.248 1.144 6.078  0.07
2 C -3.161 1.039 5.518  -0.10
3 C -1.935 1.192 4.569  -0.13
4 C -0.588 1.580 5.112  0.00
5 C 0.540 1.751 4.090  -0.01
6 C 0.326 1.541 2.615  -0.10
7 C 1.586 1.807 1.671  -0.16
8 C 1.312 3.004 0.623  -0.20
9 C 2.141 2.665 -0.689  -0.19
10 C 2.185 3.875 -1.757  -0.19
11 N 0.856 4.506 -1.969  -0.13
12 C 0.700 5.766 -1.125  -0.06
13 C 0.661 4.961 -3.335  -0.46
14 C -0.817 5.428 -3.735  0.00
15 O 1.524 5.059 -4.200  0.06
16 C -1.037 1.096 2.057  -0.12
17 N -1.114 0.892 0.652  0.16
18 C -2.405 0.462 0.352  -0.19
19 C -2.703 0.132 -1.190  -0.12
20 C -2.149 1.400 -2.029  -0.37
21 C -3.236 1.890 -3.100  -0.08
22 C -0.721 1.045 -2.665  -0.08
23 C -3.583 0.274 1.331  -0.04
24 N -3.456 0.531 2.688  0.09
25 C -2.162 0.928 3.077  -0.14
26 H -5.340 1.240 6.331  0.05
27 H -0.387 1.747 6.205  0.11
28 H 1.557 2.053 4.492  0.10
29 H 2.443 2.167 2.319  0.10
30 H 1.814 0.871 1.083  0.11
31 H 0.220 3.071 0.324  0.10
32 H 1.668 3.990 1.061  0.11
33 H 3.235 2.492 -0.407  0.12
34 H 1.797 1.691 -1.169  0.10
35 H 2.660 3.444 -2.684  0.12
36 H 2.899 4.655 -1.330  0.12
37 H -0.391 5.804 -0.830  0.09
38 H 0.976 6.643 -1.784  0.11
39 H 1.366 5.704 -0.218  0.08
40 H -0.700 6.124 -4.623  0.09
41 H -1.504 4.563 -3.964  0.06
42 H -1.307 6.041 -2.909  0.08
43 H -3.816 0.042 -1.364  0.10
44 H -2.174 -0.839 -1.418  0.10
45 H -1.966 2.285 -1.332  0.12
46 H -2.961 2.955 -3.400  0.06
47 H -3.322 1.195 -3.991  0.07
48 H -4.249 1.924 -2.575  0.08
49 H -0.011 1.891 -2.417  0.05
50 H -0.336 0.028 -2.333  0.07
51 H -0.792 1.030 -3.807  0.08
52 H -4.597 -0.046 0.944  0.11
53 F -3.706 -2.557 -7.483  0.10
54 C -3.821 -2.256 -6.176  -0.30
55 F -4.939 -1.494 -6.052  0.09
56 C -2.606 -1.498 -5.641  -0.43
57 F -2.473 -0.296 -6.249  0.12
58 F -2.836 -1.228 -4.322  0.09
59 C -1.264 -2.250 -5.716  -0.04
60 O -0.409 -1.945 -6.819  0.04
61 C -0.637 -2.634 -8.023  -0.51
62 F -1.517 -3.633 -7.817  0.14
63 F 0.535 -3.228 -8.340  0.15
64 C -1.054 -1.699 -9.161  -0.28
65 F -2.184 -1.025 -8.861  0.10
66 F -1.306 -2.404 -10.290  0.10
67 H -3.988 -3.181 -5.616  0.17
68 H -0.690 -1.927 -4.843  0.15
69 H -1.383 -3.329 -5.581  0.15
70 H -0.269 -0.969 -9.374  0.18
71 F 0.054 -4.641 -0.302  0.09
72 C 0.098 -3.588 0.537  -0.30
73 F 1.394 -3.455 0.921  0.09
74 C -0.798 -3.776 1.763  -0.46
75 F -0.378 -4.822 2.515  0.13
76 F -0.665 -2.677 2.530  0.12
77 C -2.294 -3.928 1.484  -0.04
78 O -2.804 -5.264 1.449  0.04
79 C -2.696 -5.969 0.239  -0.51
80 F -2.306 -5.133 -0.742  0.13
81 F -3.951 -6.359 -0.079  0.14
82 C -1.800 -7.205 0.361  -0.28
83 F -0.550 -6.876 0.749  0.10
84 F -1.686 -7.832 -0.835  0.10
85 H -0.178 -2.685 -0.018  0.17
86 H -2.810 -3.463 2.328  0.15
87 H -2.612 -3.344 0.615  0.14
88 H -2.207 -7.912 1.088  0.18
89 F 5.551 0.074 4.635  0.10
90 C 4.260 -0.298 4.723  -0.29
91 F 3.578 0.458 3.824  0.08
92 C 3.686 -0.094 6.124  -0.44
93 F 3.678 1.220 6.460  0.12
94 F 2.377 -0.480 6.094  0.10
95 C 4.362 -0.896 7.253  -0.04
96 O 5.340 -0.212 8.039  0.04
97 C 6.655 -0.175 7.544  -0.51
98 F 6.769 -1.005 6.490  0.14
99 F 7.435 -0.697 8.518  0.15
100 C 7.121 1.250 7.233  -0.28
101 F 6.327 1.843 6.316  0.10
102 F 8.375 1.240 6.719  0.10
103 H 4.175 -1.343 4.408  0.18
104 H 3.570 -1.134 7.968  0.15
105 H 4.724 -1.869 6.912  0.15
106 H 7.119 1.866 8.135  0.18

Properties
SMILES: C#Cc1ccc(CCCCN(C)C(C)=O)c2nc(CC(C)C)cnc12.FC(F)C(F)(F)COC(F)(F)C(F)F.FC(F)C(F)(F)COC(F)(F)C(F)F.FC(F)C(F)(F)COC(F)(F)C(F)F
M in u: 1033.677
HOMO level in eV: -8.35


| no. | E (eV) |
| --- | --- |
| 1 | -144686.8790 |
| 2 | -146237.0048 |
| 3 | -71171.2381 |
| 4 | -115837.6395 |